Entry 1:
# C28H72As6F36N4O4

C28H72As6F36N4O4 as an isolated structure (ωB97M-V/def2-TZVPD, the OMol25 dataset).

Last column: Löwdin charge in e.
Atoms and positions in Å:
C -7.65644 -0.26601 -1.54253  -0.050
C -6.46925 -0.40465 -0.61304  -0.167
N -6.75212 -0.09249 0.85156  -0.258
C -5.42067 -0.25492 1.57848  0.053
C -7.20786 1.32541 1.03321  -0.170
C -6.43104 2.37246 0.24616  -0.043
C -7.73994 -1.12453 1.27349  -0.097
C -8.09574 -1.17707 2.74549  -0.233
O -8.51097 0.05066 3.24089  -0.188
C -8.70021 0.04505 4.64424  -0.081
H -8.36995 0.49692 -1.23867  0.076
H -8.22900 -1.19038 -1.65515  0.079
H -7.26021 -0.03324 -2.53021  0.096
H -5.71853 0.31624 -0.94925  0.098
H -5.88878 -1.32855 -0.60106  0.128
H -4.83217 0.45817 1.01886  0.070
H -5.16488 -1.30954 1.60019  0.120
H -5.68423 0.13113 2.55952  0.094
H -7.15343 1.54497 2.09160  0.111
H -8.26373 1.40533 0.77303  0.124
H -5.35033 2.25065 0.29981  0.072
H -6.65885 3.33155 0.71150  0.095
H -6.73002 2.44786 -0.79864  0.079
H -7.43166 -2.10166 0.90580  0.151
H -8.65528 -0.90192 0.71947  0.129
H -7.24592 -1.59121 3.31396  0.133
H -8.83375 -1.98549 2.87445  0.134
H -8.94562 1.07472 4.89120  0.093
H -7.77567 -0.23911 5.15729  0.097
H -9.49221 -0.64268 4.95577  0.088
C 6.25464 -0.83869 4.07204  -0.039
C 5.13741 -0.79613 5.07133  -0.182
N 3.73252 -0.92641 4.51456  -0.256
C 2.78442 -1.09151 5.63286  0.006
C 3.48177 0.32709 3.67450  -0.138
C 3.49810 1.63460 4.47202  -0.053
C 3.67297 -2.15626 3.60481  -0.076
C 2.29286 -2.72319 3.31902  -0.212
O 1.42082 -1.66655 3.07978  -0.244
C 0.07232 -2.01922 2.81987  -0.055
H 6.18377 -0.03247 3.33894  0.074
H 6.22724 -1.73612 3.45539  0.085
H 7.20296 -0.77867 4.59932  0.090
H 5.08345 0.05059 5.75388  0.120
H 5.16392 -1.63246 5.78310  0.125
H 2.99157 -2.06917 6.06095  0.111
H 1.76284 -0.97548 5.29081  0.115
H 2.94728 -0.30752 6.36990  0.099
H 2.46013 0.27580 3.32583  0.107
H 4.17529 0.32256 2.84161  0.115
H 2.87352 1.59963 5.36152  0.076
H 3.05584 2.35720 3.78666  0.080
H 4.51095 1.98029 4.67464  0.076
H 4.31970 -2.86122 4.13020  0.136
H 4.16230 -1.90504 2.66484  0.106
H 1.94737 -3.34693 4.16506  0.129
H 2.30327 -3.43701 2.49004  0.113
H 0.02364 -2.87916 2.14606  0.093
H -0.35734 -1.24152 2.18969  0.070
H -0.48834 -2.11889 3.74941  0.100
C 5.48183 -1.37402 -3.78743  -0.067
C 4.38106 -0.47401 -4.29899  -0.169
N 4.48942 0.95113 -3.82331  -0.257
C 4.08657 0.95431 -2.38898  0.030
C 5.85056 1.50344 -3.91463  -0.182
C 6.44980 1.48043 -5.30990  -0.064
C 3.51717 1.72179 -4.70745  -0.073
C 3.29748 3.20282 -4.42948  -0.201
O 2.75886 3.42391 -3.16059  -0.196
C 1.32075 3.42177 -3.12654  -0.047
H 6.48476 -1.14488 -4.15246  0.072
H 5.26715 -2.42266 -3.97626  0.094
H 5.58625 -1.32409 -2.70174  0.064
H 3.35165 -0.74142 -4.09362  0.109
H 4.48332 -0.50724 -5.38691  0.121
H 4.21863 1.97956 -2.05825  0.098
H 4.63358 0.26440 -1.75464  0.101
H 3.03271 0.68646 -2.32045  0.118
H 6.55906 0.96871 -3.28582  0.135
H 5.82844 2.52205 -3.53465  0.129
H 5.94410 2.13671 -6.02312  0.076
H 6.53495 0.49665 -5.76468  0.075
H 7.44484 1.92917 -5.25861  0.086
H 2.57560 1.17949 -4.57357  0.127
H 3.85480 1.49688 -5.71526  0.126
H 2.75410 3.64657 -5.26654  0.137
H 4.30875 3.62238 -4.35971  0.119
H 0.97506 4.23157 -3.77590  0.092
H 1.05935 3.66866 -2.10238  0.096
H 0.88757 2.47387 -3.45089  0.085
C -2.76061 -0.19581 -0.67077  -0.044
C -1.39974 -0.04594 -1.30945  -0.277
C -0.38339 0.39341 -0.27979  -0.193
O 0.94481 -0.02920 -0.46280  -0.159
C 1.71101 0.41707 0.62191  -0.108
N -0.90198 -1.37101 -1.85731  0.235
H -1.48060 -1.63383 -2.66509  0.129
H 0.08162 -1.33119 -2.13646  0.121
H -0.97773 -2.19816 -1.25101  0.136
H -3.03138 0.81203 -0.34826  0.077
H -2.72644 -0.82612 0.21946  0.074
H -3.47176 -0.60503 -1.38682  0.080
H -1.39436 0.57634 -2.19982  0.116
H -0.74309 0.19494 0.74165  0.113
H -0.35676 1.49665 -0.23879  0.139
H 2.77770 0.27373 0.49205  0.056
H 1.49579 -0.09285 1.55865  0.057
H 1.49032 1.47646 0.81403  0.106
As 5.46471 3.25450 1.19490  0.701
F 6.54280 2.21583 2.08305  -0.266
F 6.40211 2.99418 -0.25562  -0.278
F 4.41753 4.29824 0.28787  -0.260
F 4.52870 3.56290 2.62493  -0.255
F 6.51099 4.58479 1.58205  -0.267
F 4.41794 1.94533 0.75298  -0.250
As 0.33841 -1.80023 -5.31052  0.718
F 0.32798 -3.40759 -5.88362  -0.226
F -1.24724 -2.09234 -4.59060  -0.273
F 0.15418 -0.17091 -4.66468  -0.278
F 1.87111 -1.29538 -5.94471  -0.252
F -0.44459 -1.20964 -6.72867  -0.246
F 1.07914 -2.27749 -3.81389  -0.248
As -2.95648 -4.40437 0.54778  0.716
F -2.51148 -3.08458 1.61123  -0.272
F -1.67809 -4.00564 -0.55094  -0.242
F -3.54813 -5.76347 -0.33628  -0.250
F -4.30100 -4.69892 1.64420  -0.299
F -3.98271 -3.30011 -0.34581  -0.279
F -1.96584 -5.43459 1.51945  -0.253
As -3.51579 2.22741 -3.93197  0.701
F -3.03168 0.55921 -3.82711  -0.254
F -2.49811 2.33340 -5.34367  -0.272
F -3.95318 3.87915 -4.22324  -0.264
F -4.49394 2.02558 -2.51535  -0.254
F -2.16219 2.73900 -2.97634  -0.254
F -4.83629 1.72385 -4.94856  -0.274
As 3.88946 -3.23421 -0.32148  0.720
F 4.13905 -1.60430 0.21961  -0.248
F 5.60841 -3.39070 -0.53535  -0.266
F 3.72256 -4.86602 -0.87987  -0.250
F 2.18482 -3.15108 -0.05846  -0.232
F 3.73103 -2.61482 -1.93588  -0.244
F 4.04034 -3.81892 1.32470  -0.266
As -2.94520 2.32519 3.36928  0.689
F -2.99617 4.05923 3.36284  -0.263
F -2.91138 2.35502 1.62140  -0.267
F -2.99125 0.59696 3.28953  -0.255
F -2.99529 2.35600 5.09185  -0.256
F -4.69959 2.35205 3.27461  -0.279
F -1.22596 2.33576 3.38566  -0.252

Values from the calculation:
* total charge: -2
* F_max: 2.66 eV Å⁻¹
* LUMO: 3.07 eV
* orbital gap: 8.9 eV
* highest occupied orbital energy: -5.88 eV

=====

Entry 2:
# C2H4OS2

One molecule with the formula C2H4OS2 (ωB97M-V/def2-TZVPD, the OMol25 dataset).

Last column: Löwdin charge in e.
Atoms and positions in Å:
O 1.58965 -0.34265 -0.13837  -0.108
C 0.35010 -0.89638 -0.01638  -0.354
C -0.78149 0.23766 0.00231  -1.162
S -2.35432 -0.06619 -0.01231  0.648
S -0.04256 1.86947 0.01004  0.744
H 2.13236 -0.35810 0.65014  0.102
H 0.16300 -1.48081 -0.93768  0.127
H 0.13255 -1.45075 0.87574  0.107
H -1.18930 2.48776 -0.43350  -0.104

Values from the calculation:
* F_max: 2.89 eV Å⁻¹
* LUMO: -0.12 eV
* SMILES string: OCC(=S)S
* orbital gap: 8.6 eV
* energy relative to the best compared isomer or geometry (same formula, charge and spin): 0.734 eV
* highest occupied orbital energy: -8.69 eV

=====

Entry 3:
# C4H6N2

One molecule with the formula C4H6N2 (ωB97M-V/def2-TZVPD, the OMol25 dataset).

Last column: Löwdin charge in e.
Atoms and positions in Å:
H -2.27669 1.21387 0.53737  0.027
N -2.04766 0.80880 -0.34084  0.112
C -0.95258 0.17687 -0.31741  -0.492
N -0.54712 -0.45481 -1.53892  0.070
C -0.11548 -0.26212 0.90438  -0.153
C 1.31950 0.00384 0.76047  -0.171
C 2.50286 0.10847 0.59555  0.101
H 0.46893 -0.55975 -1.69732  0.084
H -1.16051 -0.20021 -2.35768  0.111
H -0.30241 -1.41156 1.02143  0.158
H -0.45119 0.22693 1.83810  0.115
H 3.56233 0.34968 0.59487  0.038

Values from the calculation:
* F_max: 2.16 eV Å⁻¹
* LUMO: 0.90 eV
* SMILES string: [H]/N=C(/N)CC#C
* orbital gap: 10.3 eV
* energy relative to the best compared isomer or geometry (same formula, charge and spin): 2.224 eV
* highest occupied orbital energy: -9.38 eV

=====

Entry 4:
# CH3IS

One molecule with the formula CH3IS (ωB97M-V/def2-TZVPD, the OMol25 dataset).

Last column: Löwdin charge in e.
Atoms and positions in Å:
C -0.11528 1.43064 0.01711  -0.577
S 2.51091 -1.99748 -0.00745  0.064
I 1.75066 0.64080 0.14546  0.960
H -0.74947 1.02729 0.82881  -0.056
H -0.66740 1.20913 -0.90010  -0.055
H 1.43273 -2.68041 0.21428  -0.337

Values from the calculation:
* F_max: 2.00 eV Å⁻¹
* LUMO: -1.89 eV
* orbital gap: 6.8 eV
* energy relative to the best compared isomer or geometry (same formula, charge and spin): 3.045 eV
* highest occupied orbital energy: -8.69 eV

=====

Entry 5:
# C3H9N2O2P

C3H9N2O2P as an isolated structure (ωB97M-V/def2-TZVPD, the OMol25 dataset).

Last column: Löwdin charge in e.
Atoms and positions in Å:
C -1.71251 0.68046 -0.62684  -0.201
C -2.10627 -0.06239 0.64100  -0.245
C 2.26595 0.79484 -0.07080  -0.141
N 1.40695 -2.06741 -0.35880  -0.140
N 0.93162 0.54206 0.50668  -0.187
O -0.74398 -0.14499 -1.36734  -0.240
O -1.09497 -0.98467 0.93369  -0.222
P 0.17505 -0.83056 -0.14390  0.727
H -2.56575 0.80617 -1.36338  0.151
H -1.11129 1.48666 -0.26578  0.086
H -2.07769 0.82371 1.23483  0.107
H -3.07339 -0.68078 0.62614  0.153
H 2.69852 -0.25717 -0.03832  0.060
H 2.26467 1.07778 -1.10742  0.074
H 2.83774 1.39095 0.57694  0.055
H 0.88868 -2.80701 -0.64491  -0.126
H 1.01668 0.23235 1.46822  0.088

Values from the calculation:
* F_max: 7.61 eV Å⁻¹
* LUMO: 0.86 eV
* orbital gap: 10.0 eV
* energy relative to the best compared isomer or geometry (same formula, charge and spin): 3.408 eV
* highest occupied orbital energy: -9.14 eV

=====

Entry 6:
# C3H4BrIO2

C3H4BrIO2 as an isolated structure (ωB97M-V/def2-TZVPD, the OMol25 dataset).

Last column: Löwdin charge in e.
Atoms and positions in Å:
C 1.05617 0.86359 -0.24419  -0.456
C -0.06498 -0.55811 1.22062  -0.053
C 0.80934 2.53081 -1.33215  -1.197
O 2.19519 0.65118 0.06408  0.037
O -0.09717 0.37936 0.17843  -0.049
Br 2.40353 3.41228 -0.90691  0.644
I 0.53262 2.19292 -3.38850  0.746
H -0.45603 -0.03062 2.19293  0.132
H 1.03934 -0.70404 1.44674  0.110
H -0.64792 -1.41338 1.04413  0.071
H -0.08563 3.11977 -0.94357  0.015

Values from the calculation:
* F_max: 4.87 eV Å⁻¹
* LUMO: 0.17 eV
* orbital gap: 9.5 eV
* energy relative to the best compared isomer or geometry (same formula, charge and spin): 2.122 eV
* highest occupied orbital energy: -9.34 eV

=====

Q: highest occupied orbital energy of number 3 (C4H6N2)?
A: -9.38 eV